1.
A structure of composition C5H19CsN6O5 in a non-equilibrium geometry, computed with ωB97M-V/def2-TZVPD.

## Properties
energy relative to the best compared isomer or geometry (same formula, charge and spin) = 45.2 kcal per mole
molar mass = 376.15 g/mol
spin multiplicity = 1
HOMO level = -0.317 Eh
LUMO level = -1.0 eV

CARTESIAN COORDINATES (ANGSTROEM)
Cs -5.1676 0.2498 26.0816
O -7.1808 1.1824 28.2338
H -6.3055 0.8972 28.5608
C -7.9189 3.1956 25.6575
O -7.8737 3.8507 24.6042
N -7.2392 3.5540 26.7135
N -8.5759 2.0814 25.9389
H -6.7077 4.4006 26.5690
H -7.1808 2.8323 27.4177
H -9.0961 1.6623 25.1814
H -8.2965 1.6641 26.8152
C -6.6350 -2.6750 28.2638
O -6.9275 -2.5030 27.0852
N -6.4984 -1.6346 29.0490
N -6.4296 -3.7650 28.9319
H -6.0334 -1.7586 29.9369
H -6.8201 -0.7157 28.7805
H -6.5089 -4.5787 28.3387
H -6.2518 -3.8608 29.9215
C -10.5558 0.5874 28.6149
O -11.6542 0.2270 28.9730
N -10.2099 1.7781 28.5356
N -9.5617 -0.2066 28.3120
H -9.2466 2.0341 28.3727
H -10.8854 2.5023 28.7339
H -9.5074 -1.1859 28.5533
H -8.7198 0.3237 28.1387
C -8.1359 3.6820 32.3458
C -8.2060 3.0746 30.8815
O -7.4892 1.8669 30.7709
H -8.6360 3.0745 33.1001
H -8.4696 4.7185 32.2976
H -7.0975 3.7293 32.6741
H -7.7216 3.7742 30.2002
H -9.2419 2.8975 30.5923
H -7.4603 1.6638 29.8331


2.
A cluster of 4 separate species, C5H19N2O3 in total in a non-equilibrium geometry, computed with ωB97M-V/def2-TZVPD.

## Properties
charge = +1
energy relative to the best compared isomer or geometry (same formula, charge and spin) = 56.7 kcal per mole
molar mass = 155.22 g/mol
spin multiplicity = 1
HOMO level = -0.410 Eh
LUMO level = -2.8 eV

CARTESIAN COORDINATES (ANGSTROEM)
C -1.9918 -1.4033 -0.2761
C -1.7938 0.0552 0.1524
C -1.0043 0.1649 1.4701
C 0.3573 -0.6157 1.2767
C 1.6279 -0.0451 1.4411
N 2.7861 -0.8720 1.5527
N -0.9549 0.8413 -0.8706
H -1.0367 -1.6601 -0.7728
H -2.9032 -1.5658 -0.8175
H -2.2338 -1.9862 0.6022
H -2.6734 0.5745 0.1444
H -1.3893 -0.3154 2.3315
H -0.7687 1.1620 1.8801
H 0.1474 -1.7341 1.1732
H 1.8458 1.0637 1.4686
H 2.8406 -1.8292 1.5286
H 3.6390 -0.3613 1.8360
H -1.2961 0.8455 -1.8933
H -0.0568 0.2674 -1.0255
H -0.8197 1.7500 -0.5753
H 0.4942 -2.9207 -1.6107
H -0.2593 -2.4635 -2.9434
O 0.1778 -2.2146 -2.1867
H 1.8857 1.6565 -2.8918
H 2.0521 0.3425 -2.2324
O 2.0888 1.2896 -2.0644
H -0.7937 3.8036 1.4179
H 0.5109 3.0879 0.9983
O -0.4782 3.0826 0.8865


3.
A cluster of 3 separate species, C5H19N2O3 in total in a non-equilibrium geometry, computed with ωB97M-V/def2-TZVPD.

## Properties
charge = +1
energy relative to the best compared isomer or geometry (same formula, charge and spin) = 31.9 kcal per mole
molar mass = 155.22 g/mol
spin multiplicity = 1
HOMO level = -0.466 Eh
LUMO level = -2.6 eV

CARTESIAN COORDINATES (ANGSTROEM)
N -0.5697 0.3945 -0.9786
C 0.3603 -0.6879 -0.4834
C -0.4828 -2.0735 -0.4737
C 0.3932 -3.1246 -1.1317
O -0.8633 -2.3201 0.8455
C 0.8923 -0.2927 0.8912
N 1.1433 1.1526 0.9960
C 0.2363 1.8538 1.9514
H -1.0633 0.0606 -1.8019
H -0.1742 1.3409 -1.1408
H -1.3205 0.4414 -0.2699
H 1.1810 -0.7040 -1.1871
H -1.3625 -1.8423 -1.0784
H 1.4440 -2.8575 -1.0062
H 0.2988 -3.3108 -2.1999
H 0.2901 -4.1181 -0.7212
H -0.5049 -3.1636 1.1418
H 1.7863 -0.8671 1.1268
H 0.2477 -0.6021 1.7038
H 2.0564 1.3576 1.3525
H -0.3205 2.6043 1.3876
H -0.4382 1.1713 2.4664
H 0.7721 2.4043 2.7254
H -3.4664 2.1357 0.0866
H -2.5339 2.0569 1.2554
O -2.6639 1.6852 0.3725
H 1.7753 2.0475 -2.5945
H 1.7076 2.9219 -1.3434
O 1.1796 2.3358 -1.8921


4.
A cluster of 7 separate species, C5H19O9 in total in a non-equilibrium geometry, computed with ωB97M-V/def2-TZVPD.

## Properties
charge = -1
molar mass = 223.20 g/mol
spin multiplicity = 1
HOMO level = -0.224 Eh
LUMO level = 3.0 eV

CARTESIAN COORDINATES (ANGSTROEM)
O 1.3273 1.6562 0.4692
C 1.1712 0.5205 0.1353
O 1.9436 -0.4176 0.5378
C -0.1606 0.2189 -0.4879
C -0.8092 -0.6697 0.5921
C -2.1374 -1.2114 -0.1051
C -2.9532 -0.0205 -0.5520
O -4.0609 0.0663 -0.9697
H -0.0318 -0.2542 -1.4498
H -0.7972 1.1215 -0.6360
H -0.8373 0.0980 1.5016
H -0.2725 -1.5372 0.8478
H -2.9202 -1.6388 0.6869
H -1.9265 -1.9390 -0.9019
H -2.4110 0.9928 -0.4598
H 2.4588 1.4416 2.6094
H 2.7866 0.1050 1.8479
O 2.7466 0.5386 2.7484
H -0.5906 2.5586 -3.1328
H -1.9015 2.3908 -2.4262
O -1.3961 1.9664 -3.1065
H 0.9845 -0.4715 3.9126
H 1.3206 -0.9901 2.5862
O 0.6316 -1.0437 3.2855
H 1.6805 -2.0061 0.1752
H 3.0974 -2.3807 -0.2453
O 2.2081 -2.6954 -0.3337
H 0.4388 -3.1418 -1.3869
H 0.6941 -1.9357 -2.2374
O 0.2077 -2.8263 -2.2054
H 0.6064 3.4336 -0.6566
H -0.2670 3.1408 0.5983
O -0.2051 3.7538 -0.2667


5.
A structure of composition C5H20Li3N4O6 in a non-equilibrium geometry, computed with ωB97M-V/def2-TZVPD.

## Properties
charge = +1
energy relative to the best compared isomer or geometry (same formula, charge and spin) = 0.0 kcal per mole
molar mass = 253.06 g/mol
spin multiplicity = 1
HOMO level = -0.365 Eh
LUMO level = -4.4 eV

CARTESIAN COORDINATES (ANGSTROEM)
Li 1.3942 3.0553 1.3698
Li 4.7288 0.7698 0.6442
Li 2.7891 -2.0058 3.4651
O 1.8358 -0.2377 1.1548
H 1.0047 -0.5163 0.7234
O 3.9496 3.8378 0.0593
H 3.7860 4.1321 -0.8578
O 5.3619 -3.3454 1.9560
H 5.9916 -3.5347 2.6516
H 5.8669 -3.4255 1.1468
C 0.7523 -5.9775 -2.6385
O 1.3313 -6.9088 -2.0388
N 1.1690 -4.7661 -2.7710
N -0.3935 -6.0091 -3.2737
H 2.0214 -4.5111 -2.2930
H 0.4593 -4.0484 -2.8072
H -0.3278 -5.5138 -4.1514
H -0.8906 -6.8883 -3.2750
C -1.7648 0.3058 5.0341
O -0.6946 0.1323 5.5767
N -2.8077 1.0208 5.5588
N -1.9225 -0.1361 3.7542
H -3.7428 1.2657 5.2663
H -2.5129 1.3822 6.4547
H -2.8081 -0.0296 3.2805
H -1.0379 -0.2797 3.2885
C -2.0792 2.3005 -2.6209
C -1.4590 3.5964 -1.9763
C -2.0726 4.8091 -2.6638
O -1.6868 3.4913 -0.5772
H -1.6397 1.4117 -2.1680
H -1.7824 2.1909 -3.6640
H -3.1641 2.2413 -2.5347
H -0.3766 3.6597 -2.0886
H -1.7971 5.0860 -3.6814
H -1.7786 5.6862 -2.0875
H -3.1556 4.6896 -2.6960
H -2.5471 3.0693 -0.5201


6.
A cluster of 4 separate species, C5H20N2O3 in total in a non-equilibrium geometry, computed with ωB97M-V/def2-TZVPD.

## Properties
energy relative to the best compared isomer or geometry (same formula, charge and spin) = 102.7 kcal per mole
molar mass = 156.23 g/mol
spin multiplicity = 1
HOMO level = -0.312 Eh
LUMO level = 0.3 eV
structure (SMILES) = CC(C)CNCN.O.O.O

CARTESIAN COORDINATES (ANGSTROEM)
C -0.1740 0.0343 -0.6207
C -1.0856 -1.1596 0.0363
C -2.1943 -1.4964 -0.8342
C -0.2344 -2.4989 0.1744
N 0.2765 0.9814 0.4675
C 0.8025 2.3120 -0.0057
N 0.8179 2.3757 -1.4111
H 0.6831 -0.3567 -1.1296
H -0.7934 0.5230 -1.3342
H -1.3636 -0.7593 1.0116
H -2.5309 -2.4713 -0.6060
H -3.0428 -1.1475 -0.7803
H -1.8312 -1.5303 -1.8304
H 0.4631 -2.4220 -0.6256
H -0.8370 -3.3402 0.3041
H 0.2264 -2.5694 1.1633
H -0.5180 1.2589 0.9724
H 1.7902 2.3443 0.3609
H -0.0242 3.1234 0.2615
H 1.4993 1.7934 -2.0229
H -0.0905 2.0459 -1.8520
H 3.7734 -0.2183 -1.1935
H 2.5663 0.6280 -0.2295
O 3.0575 0.3577 -0.9946
H -1.7507 1.2934 2.5890
H -2.5960 2.0674 1.6511
O -1.9683 1.3979 1.6950
H 1.6361 -1.1962 1.0213
H 1.6810 -0.2071 1.8653
O 1.7615 -1.1635 1.8966


7.
A cluster of 4 separate species, C5H20N2O3 in total in a non-equilibrium geometry, computed with ωB97M-V/def2-TZVPD.

## Properties
charge = +2
energy relative to the best compared isomer or geometry (same formula, charge and spin) = 0.0 kcal per mole
molar mass = 156.23 g/mol
spin multiplicity = 1
HOMO level = -0.627 Eh
LUMO level = -5.9 eV

CARTESIAN COORDINATES (ANGSTROEM)
C 0.7294 -2.7057 1.1813
C -0.2272 -2.2386 0.1278
C 0.2928 -1.1181 -0.7856
C -0.7075 -0.0232 -1.1248
C -1.1424 0.8644 -0.2448
N -2.0831 1.9202 -0.6617
N -0.5547 -3.4772 -0.7488
H 0.3866 -3.5034 1.8435
H 1.6874 -3.0614 0.7849
H 0.9589 -1.8524 1.8175
H -1.1862 -1.9569 0.5619
H 0.7435 -1.5252 -1.6937
H 1.1467 -0.6534 -0.2892
H -0.9403 0.0195 -2.1838
H -0.8641 0.9274 0.7991
H -2.8449 1.9963 -0.0044
H -2.4224 1.7969 -1.6100
H -1.6033 2.8636 -0.6481
H -1.2156 -3.2620 -1.4873
H -0.9526 -4.2169 -0.1642
H 0.3121 -3.8482 -1.1390
H 1.6399 1.0760 1.5360
H 0.9904 1.0422 2.9625
O 0.8629 0.7385 2.0514
H 3.0690 2.6418 0.2998
H 3.9141 1.4418 0.7816
O 2.9997 1.7076 0.5597
H -0.9456 4.9252 -1.6151
H -1.0373 5.0690 -0.1170
O -1.0063 4.4124 -0.7894


8.
A cluster of 5 separate species, C5H20N2O5 in total in a non-equilibrium geometry, computed with ωB97M-V/def2-TZVPD.

## Properties
energy relative to the best compared isomer or geometry (same formula, charge and spin) = 35.8 kcal per mole
molar mass = 188.22 g/mol
spin multiplicity = 1
HOMO level = -0.333 Eh
LUMO level = 0.3 eV
structure (SMILES) = CC(C)NC(=O)CN.O.O.O.O

CARTESIAN COORDINATES (ANGSTROEM)
N 1.0141 -1.8925 2.5083
C -0.0210 -0.9192 2.3002
C 0.1908 -0.1966 0.9807
N -0.5594 0.9427 0.8870
C -1.3767 1.4862 -1.3647
C -0.3561 1.7851 -0.3016
C -0.3061 3.2391 0.1558
O 0.8053 -0.6226 0.0185
H 1.9588 -1.5840 2.4369
H 0.7842 -2.8169 2.8020
H -0.9692 -1.4503 2.2920
H -0.0890 -0.1468 3.0763
H -1.1208 1.4492 1.5419
H -2.4182 1.4682 -1.0268
H -1.3143 0.4371 -1.6231
H -1.3629 2.0681 -2.2842
H 0.5998 1.5593 -0.7679
H -0.6328 3.9214 -0.6401
H -1.1032 3.4489 0.8788
H 0.6523 3.6423 0.4646
H -3.7945 -0.9697 0.5836
H -2.6476 -1.8546 0.6536
O -3.0186 -1.1062 1.1451
H 0.5020 -2.9722 -2.4430
H -0.9669 -2.5289 -2.5129
O -0.3974 -3.2849 -2.3561
H 2.7974 1.1787 -0.6678
H 3.2278 1.9255 0.6082
O 3.2288 1.9807 -0.3519
H 1.1737 -1.2123 -1.8045
H 0.7433 0.0630 -2.6005
O 0.8874 -0.8829 -2.6660


Calculated total energy in Ha, matching the order above: -926.839761 -536.848045 -536.887609 -879.108436 -895.300800 -537.565745 -537.167789 -688.205376